(i)
C3H7N2OS | ωB97M-V/def2-TZVPD

```
14
Properties=species:S:1:pos:R:3
C 1.2550 -0.7496 0.4072
C -0.7726 0.6429 0.0031
C 2.5047 -1.0282 -0.2973
N 0.5494 0.1917 -0.0733
N -1.0271 1.9423 -0.0012
O -1.6036 -0.2954 -0.0608
S -4.8210 -0.7165 -0.1379
H 1.0018 -1.3464 1.3617
H 2.6514 -0.6419 -1.3787
H 3.3443 -0.6959 0.1760
H 2.7019 -2.1708 -0.1928
H -3.4759 -0.1246 0.1651
H -0.3005 2.6974 0.2593
H -2.0078 2.2950 -0.2303
```

Frontier orbital gap (spin up / spin down) ... 7.316 / 3.977 eV
Net charge ... +1
LUMO level (spin up / spin down) ... -5.382 / -8.758 eV

Löwdin population analysis, charges in e, atoms 1 to 2:
1. C -0.08
2. C -0.51



(ii)
C3H7N2OS | ωB97M-V/def2-TZVPD

```
14
Properties=species:S:1:pos:R:3
C 1.5001 1.8825 -0.0580
C 2.0968 0.7136 -0.3757
C -0.3823 0.4486 -0.1630
N -1.4185 -2.1476 0.3251
N 0.1204 1.6829 0.1398
O -1.6143 0.2302 -0.1602
S 0.9529 -0.5997 -0.6383
H 2.1185 2.6724 0.2451
H 3.1260 0.8044 -0.6083
H -1.6893 -2.4125 -0.6147
H -0.4296 -2.0069 0.3801
H -0.6671 2.3112 0.1483
H -1.9511 -2.6120 1.0408
H -1.7624 -0.9671 0.3390
```

Frontier orbital gap ... 10.254 eV
Net charge ... +1
LUMO level ... -3.248 eV

Löwdin population analysis, charges in e, atoms 1 to 2:
1. C -0.11
2. C -0.33



Most stable = (ii)